Entry from the Open Molecules 2025 dataset: an isolated ion of composition C3H10N3Si and charge +1 (ωB97M-V/def2-TZVPD).

Output
Charge ... +1
Energy above the lowest of the compared OMol25 structures with the same formula, charge and spin ... 21.86 kcal per mole
DFT total energy ... -15613.061 eV
Frontier orbital gap ... 11.0 eV
E_LUMO ... -0.15728 hartree

XYZ file:
```
17
C3H10N3Si | the Open Molecules 2025 dataset | ωB97M-V/def2-TZVPD
C 0.731 -1.107 -1.435
Si 0.312 0.103 0.015
C 0.903 1.848 0.021
C 0.246 -0.830 1.661
N -1.605 0.373 -0.541
N -2.507 -0.003 0.139
N -3.196 -0.459 0.873
H 0.362 -0.846 -2.472
H 1.779 -1.093 -1.481
H 0.458 -2.118 -1.296
H 2.057 1.865 -0.090
H 0.687 2.593 -0.735
H 0.553 2.203 0.987
H 1.278 -1.225 1.757
H 0.192 -0.073 2.474
H -0.432 -1.653 1.674
H -1.817 0.423 -1.550
```

Atom charges from the natural (NBO) analysis, given in e for atoms 1 to 8: number 1, C, carries -1.11; number 2, Si, carries 1.72; number 3, C, carries -1.18; number 4, C, carries -1.13; number 5, N, carries -0.61; number 6, N, carries 0.27; number 7, N, carries 0.16; number 8, H, carries 0.26